{
  "formula": "C3H55NO26P",
  "method": "ωB97M-V/def2-TZVPD",
  "largest_force_ev_per_a": 6.2,
  "gap_ev": 6.35,
  "charge": 1,
  "energy_ha": -2499.174071,
  "multiplicity": 1,
  "elements": ["C", "C", "C", "P", "O", "O", "N", "O", "H", "H", "H", "H", "H", "H", "H", "H", "H", "O", "H", "H", "O", "H", "H", "O", "H", "H", "O", "H", "H", "O", "H", "H", "O", "H", "H", "O", "H", "H", "O", "H", "H", "O", "H", "H", "O", "H", "H", "O", "H", "H", "O", "H", "H", "O", "H", "H", "O", "H", "H", "O", "H", "H", "O", "H", "H", "O", "H", "H", "O", "H", "H", "O", "H", "H", "O", "H", "H", "O", "H", "H", "O", "H", "H", "O", "H", "H"],
  "positions_angstrom": [[-2.6329, 2.5171, -2.8329], [-1.8586, 2.5832, -1.3523], [-0.6497, 1.4674, -1.3819], [-1.3975, -0.2822, -1.0116], [-2.1809, -0.9243, -2.4687], [-2.5041, -0.0837, 0.3182], [-2.5411, -1.1616, 1.1210], [-1.5115, -1.1856, 1.8124], [-1.7430, 2.4498, -3.6252], [-3.2988, 1.5489, -2.8384], [-3.3008, 3.4796, -2.9959], [-1.4668, 3.6965, -1.1779], [-2.6466, 2.3899, -0.5034], [-0.1398, 1.5433, -2.4333], [0.1359, 1.7379, -0.5502], [-0.2812, -1.1559, -0.7550], [-3.1642, -0.7850, -2.2867], [-0.1842, 3.3532, 1.0634], [0.3250, 2.8811, 1.7392], [-1.0204, 3.5643, 1.5054], [-3.0671, -3.5949, -3.9472], [-4.0122, -3.7934, -3.8684], [-2.9319, -2.8544, -3.3369], [0.9049, 2.5368, -4.1294], [0.9348, 1.5912, -4.3388], [1.8315, 2.8163, -4.1768], [-0.4690, -0.3819, 4.7372], [-1.3363, 0.0340, 4.8538], [-0.6326, -1.0878, 4.0937], [-1.3424, -4.1260, -0.2854], [-2.1451, -4.6511, -0.1485], [-1.4199, -3.4075, 0.3602], [0.9155, -3.2248, -2.5803], [1.7180, -3.7589, -2.4832], [0.2526, -3.7013, -2.0582], [2.8097, -2.9891, -0.0846], [2.0252, -3.4525, 0.2449], [2.4491, -2.2150, -0.5425], [-2.4006, 5.3362, -2.5044], [-1.4750, 5.4649, -2.7603], [-2.6896, 6.2167, -2.2209], [2.1682, -2.1962, 3.9459], [2.2126, -2.0654, 2.9868], [1.3166, -1.8073, 4.1959], [3.7523, -4.7956, -2.3743], [4.3931, -4.5134, -1.7046], [4.1677, -4.5491, -3.2143], [-1.7807, 5.3128, 2.5498], [-1.7189, 5.2340, 3.5135], [-2.0144, 6.2421, 2.4055], [1.3390, 4.2723, 3.3194], [1.9799, 4.5545, 3.9892], [1.7545, 4.5188, 2.4794], [-1.9403, 7.3172, -0.3953], [-1.4312, 6.8451, 0.2804], [-2.7765, 7.5283, 0.0467], [-4.5220, -5.4902, -2.0475], [-3.9364, -5.9481, -2.6690], [-5.3165, -6.0443, -2.0228], [4.4299, -1.5440, 6.1409], [5.2064, -1.6129, 5.5655], [3.6834, -1.7201, 5.5486], [-4.0508, 7.3739, -3.1894], [-4.5845, 8.1374, -3.4560], [-4.4008, 6.6455, -3.7241], [6.5391, -0.7519, 4.0808], [7.4648, -0.6233, 3.8249], [6.2502, 0.1285, 4.3642], [-1.6731, -5.5535, 2.6506], [-1.0322, -5.2713, 3.3203], [-1.2576, -5.3070, 1.8106], [-4.4610, -6.0508, 1.7334], [-3.7085, -6.0605, 2.3437], [-4.8154, -5.1525, 1.8132], [2.9782, 1.2070, -4.7103], [3.0080, 0.2615, -4.9197], [3.9048, 1.4866, -4.7577], [2.2626, -0.5433, 0.8617], [3.1882, -0.4146, 0.6058], [1.9736, 0.3371, 1.1451], [6.4487, -0.6477, 8.6503], [7.2252, -0.7167, 8.0750], [5.7022, -0.8239, 8.0581], [1.7922, -1.7770, -5.7846], [1.1199, -1.3693, -5.2184], [1.3012, -2.4438, -6.2879]],
  "forces_ev_per_angstrom": [[0.7, 0.0, 0.8], [-1.0, 0.6, -0.9], [-0.7, 1.2, 0.6], [-0.2, 2.2, -3.0], [0.0, 1.5, 4.7], [1.7, 0.8, -4.3], [3.9, -1.5, 4.5], [-3.9, -0.4, -2.5], [-2.3, 0.2, 1.4], [1.3, 1.8, -0.3], [1.6, -2.3, 0.3], [-0.5, -2.8, -0.4], [1.7, 0.2, -1.5], [-0.9, -0.6, 1.8], [-1.6, -0.9, -1.4], [-1.1, -0.1, 0.2], [1.3, -0.1, -0.7], [0.1, -0.7, 0.1], [-0.2, 0.4, 0.1], [0.2, 0.4, 0.0], [-0.3, 0.4, 0.2], [0.2, -0.1, 0.0], [0.1, -0.4, -0.3], [-0.7, 0.1, 0.4], [0.3, 0.6, -0.2], [-0.5, -0.4, -0.1], [-0.3, -0.2, -0.4], [0.3, -0.1, 0.1], [-0.1, 0.2, 0.3], [0.0, 0.4, 0.4], [-0.1, 0.0, -0.3], [0.0, -0.4, -0.1], [-0.3, 0.1, 0.4], [0.2, 0.0, 0.0], [0.0, 0.0, -0.2], [-0.2, -0.1, 0.0], [0.3, 0.1, -0.1], [0.1, -0.4, 0.1], [0.4, 0.2, -0.1], [-0.3, 0.0, 0.0], [0.1, 0.0, 0.0], [-0.5, 0.1, -0.3], [0.2, 0.0, 0.2], [0.4, 0.0, 0.2], [0.3, 0.3, -0.3], [-0.4, 0.0, 0.0], [-0.1, -0.2, 0.2], [-0.2, 0.3, 0.2], [0.1, 0.0, -0.3], [0.0, -0.4, 0.1], [0.5, 0.1, 0.0], [-0.2, -0.2, -0.1], [-0.3, 0.1, 0.2], [-0.2, 0.0, 0.6], [0.0, 0.1, -0.4], [0.2, 0.0, -0.3], [-0.1, -0.2, -0.3], [-0.1, 0.2, 0.2], [0.2, 0.2, 0.1], [0.1, 0.1, -0.2], [-0.1, 0.0, 0.1], [0.1, 0.0, 0.1], [-0.6, 0.2, -0.3], [0.2, -0.2, 0.2], [0.2, 0.2, 0.2], [0.2, 0.4, 0.0], [-0.3, -0.2, 0.1], [0.0, -0.3, 0.0], [0.4, 0.5, -0.1], [-0.2, -0.2, -0.1], [-0.1, -0.3, 0.2], [0.1, 0.5, 0.1], [0.0, 0.0, -0.1], [0.0, -0.4, 0.0], [1.0, -0.6, -0.1], [0.0, 0.1, -0.2], [-0.3, -0.1, 0.0], [-0.2, 0.7, 0.0], [-0.1, -0.2, 0.2], [0.2, -0.2, 0.0], [0.1, 0.0, -0.5], [-0.3, 0.0, 0.3], [0.0, 0.0, 0.1], [-0.3, 0.2, 0.1], [0.1, -0.3, -0.2], [0.2, 0.2, 0.2]],
  "mulliken_charge": [-0.766, -0.427, 0.297, 0.842, -0.520, -0.131, 0.034, -0.077, 0.182, 0.188, 0.315, 0.217, 0.251, -0.135, 0.177, 0.103, 0.357, -0.553, 0.262, 0.282, -0.596, 0.325, 0.330, -0.605, 0.307, 0.288, -0.613, 0.295, 0.287, -0.580, 0.305, 0.271, -0.581, 0.346, 0.246, -0.561, 0.271, 0.276, -0.554, 0.263, 0.342, -0.599, 0.310, 0.319, -0.629, 0.310, 0.318, -0.569, 0.296, 0.267, -0.586, 0.282, 0.322, -0.601, 0.292, 0.308, -0.622, 0.343, 0.296, -0.613, 0.329, 0.293, -0.629, 0.285, 0.306, -0.657, 0.312, 0.337, -0.590, 0.309, 0.316, -0.626, 0.312, 0.299, -0.575, 0.288, 0.266, -0.486, 0.305, 0.213, -0.645, 0.298, 0.352, -0.605, 0.284, 0.306]
}